No. 1
Entry from the Open Molecules 2025 dataset: 14 unconnected molecules or ions with the total composition C5H36N2O13 (ωB97M-V with the def2-TZVPD basis set).

The geometry in XYZ format:
```
56
Properties=species:S:1:pos:R:3:forces:R:3
C -1.430107 3.767342 -0.021056 -0.3 -0.2 -0.5
O -1.210304 3.148892 -1.058736 -0.3 1.0 1.2
C -0.034274 0.527761 -0.490515 1.7 1.0 -1.5
C 0.330918 -0.498786 0.560491 0.1 0.4 1.7
C 0.575881 -1.858199 -0.014511 -1.3 -0.9 -0.1
C -0.462141 -2.733543 -0.197779 0.8 0.9 1.0
N -0.314399 -4.085911 -0.555457 1.3 0.8 0.7
N 1.912616 -2.085185 -0.446065 -2.0 0.5 -1.0
H -0.601801 4.320941 0.476936 -0.6 -0.2 -0.2
H -2.475193 3.846894 0.436976 1.2 -0.1 -0.6
H 0.138416 1.556433 -0.080024 -0.5 -1.2 -0.5
H -1.061759 0.407319 -0.847346 0.3 0.2 0.4
H 1.289769 -0.178301 1.139959 -2.1 -0.5 -1.2
H -0.544422 -0.530596 1.303272 1.8 -0.1 -1.1
H -1.504774 -2.450600 0.089875 1.2 -0.1 -0.3
H 0.531904 -4.324931 -1.039204 0.0 -0.1 -0.2
H -1.110341 -4.478552 -0.949477 -1.4 -0.8 -0.9
H 2.154455 -3.022834 -0.558360 0.3 -1.8 -0.3
H 0.635012 0.447933 -1.441893 -1.2 0.1 1.9
H 2.581680 -1.679161 0.132632 1.2 1.1 1.4
H -1.634889 -1.176892 -2.026232 -1.5 0.4 1.6
H -0.357285 -1.845369 -2.330999 -0.7 0.5 -0.4
O -1.081825 -1.324185 -2.760356 1.9 -1.2 -1.3
H 2.546285 1.814929 -1.512319 0.0 0.5 0.5
H 1.384694 2.768966 -1.154096 0.6 0.0 0.2
O 2.322721 2.606461 -0.932377 -0.4 -0.2 -0.7
H -0.045887 1.464009 -3.610531 0.3 -0.4 -0.1
H -0.155061 -0.095538 -3.440760 0.3 0.7 -0.3
O 0.434305 0.635354 -3.780751 -0.7 0.0 -0.1
H 2.571961 -0.372724 -1.913686 0.0 -0.8 0.6
H 2.001257 0.429892 -3.050838 -0.4 0.2 -0.5
O 2.734362 0.416625 -2.421670 0.8 0.3 -0.1
H -0.229101 -1.756479 3.189528 -0.7 0.2 0.1
H -0.999519 -2.673389 2.314654 -0.2 -1.0 -0.9
O -1.169238 -1.965029 2.912847 0.7 0.6 1.2
H -1.498937 1.493119 1.812719 -0.2 0.0 0.3
H -1.117604 2.698858 2.720454 -0.2 0.2 0.7
O -0.985312 2.342178 1.852011 0.5 -0.3 -0.6
H -2.720460 -0.150902 1.107297 -0.5 -0.5 -1.4
H -2.085333 -0.627282 2.436780 -0.7 1.1 -0.6
O -2.532746 0.166528 1.975332 0.9 -0.4 2.3
H -3.146254 0.173324 -0.992889 -0.1 1.7 -1.1
H -4.033736 -0.964962 -0.539538 -0.2 -0.1 0.0
O -3.130477 -0.643265 -0.517429 0.0 -1.8 0.7
H 1.323696 2.004942 1.799323 0.4 -0.1 0.0
H 2.407912 2.199322 0.652498 -0.4 -0.5 1.6
O 2.281932 1.895338 1.643731 -0.1 0.7 -1.4
H -2.427915 2.133454 -1.720309 0.7 0.6 0.1
H -2.468267 1.068524 -2.874945 -0.6 0.6 0.9
O -2.986897 1.472018 -2.137907 -0.3 -1.2 -1.2
H 1.568427 -0.975052 4.401700 0.5 0.9 1.2
H 2.014317 -1.201056 2.922160 0.1 0.1 0.5
O 1.364138 -1.440392 3.620292 -0.5 -1.0 -1.5
H 2.962098 0.371801 1.818763 -0.2 0.4 -0.1
H 4.231512 -0.475061 2.191710 -2.3 -0.4 -0.6
O 3.256014 -0.564974 1.906133 2.9 0.0 0.6
```
Forces are in eV/Å.

The highest occupied orbital energy is -0.27675 Ha. The value obtained for the total energy is -35367.615 eV. The calculation puts the LUMO energy at 0.352 eV. Its relative energy (zero: lowest compared OMol25 entry of this formula, charge and spin) is 75.6 kcal per mole. The charge is 0.


No. 2
Entry from the Open Molecules 2025 dataset: 2 unconnected molecules or ions with the total composition C6H11I3N (ωB97M-V with the def2-TZVPD basis set).

The geometry in XYZ format:
```
21
Properties=species:S:1:pos:R:3:forces:R:3
C -1.474581 1.536622 -0.592432 -1.0 0.3 2.0
C 0.441407 -0.887003 0.961560 -0.2 -3.3 -0.6
C 0.126288 2.063679 -2.335813 0.9 -2.1 -1.7
C 0.666896 -2.933955 2.430339 -0.6 2.5 2.1
C -1.207479 1.460921 -1.980411 0.3 0.6 -1.4
C 0.163491 -1.562718 2.095023 0.3 1.6 1.3
N 0.101307 0.369064 0.532271 -1.4 1.6 0.7
I -3.205543 0.915412 0.330586 0.1 -0.1 0.0
I 1.111564 -2.032114 -0.736654 0.0 0.4 0.3
I -4.854941 -1.206025 -0.224793 0.2 0.2 -0.1
H 0.521168 2.081450 -3.387414 -1.2 -0.5 0.6
H 0.852855 1.482717 -1.821461 1.2 0.2 0.5
H 0.062641 3.051480 -2.083385 0.5 2.6 1.2
H 1.161098 -3.336776 1.655548 1.8 -1.7 -2.5
H -0.119957 -3.509172 2.738141 -2.7 -1.8 -0.1
H 1.188213 -3.082602 3.375578 0.9 1.1 -0.1
H -1.473793 0.540849 -2.366071 0.2 -2.6 -1.0
H -1.907145 2.028251 -2.567400 -1.2 0.9 0.4
H -0.360199 -1.040306 2.961098 0.6 -0.4 -1.3
H 0.529670 0.698221 -0.299283 1.2 0.1 -0.1
H 0.116321 1.027189 1.301229 0.0 0.4 -0.2
```
Forces are in eV/Å.

The highest occupied orbital energy (alpha / beta) is -0.43802 / -0.43805 Ha. The value obtained for the total energy is -32179.664 eV. The calculation puts the LUMO energy (alpha / beta) at -6.099 / -6.098 eV. Its relative energy (zero: lowest compared OMol25 entry of this formula, charge and spin) is 68.3 kcal per mole. The charge is +1.


No. 3
Entry from the Open Molecules 2025 dataset: a molecular structure, C15H17NS2V (ωB97M-V with the def2-TZVPD basis set).

The geometry in XYZ format:
```
36
Properties=species:S:1:pos:R:3:forces:R:3
C 1.202959 -2.079961 -2.484046 0.1 -1.0 0.2
C 0.528745 1.093438 -1.667602 -1.7 0.5 0.5
C -0.181809 -1.946937 -1.880405 -0.4 0.5 1.3
H 1.120243 -2.504040 -3.501814 0.2 0.1 0.2
C -0.846267 0.949077 -1.387256 1.3 1.0 -0.6
H 1.082787 1.901917 -1.157968 -0.4 -0.5 0.0
H -0.532708 -2.860949 -1.373322 0.2 0.1 -0.6
H -1.324141 1.702687 -0.743635 0.4 -0.5 0.0
C -1.245421 -1.247692 -2.694113 -0.6 -0.9 -0.9
H -2.099884 -1.944480 -2.749566 0.1 0.4 -0.1
H -0.909289 -1.141876 -3.739934 -0.1 0.0 0.2
C 2.048377 -0.797088 -2.557395 0.2 0.0 -0.3
H 2.768176 -0.926964 -3.375765 0.0 0.1 0.2
H 2.656764 -0.677487 -1.642221 -0.2 0.1 -0.2
C 1.248997 0.489601 -2.841087 0.6 0.2 -0.7
H 0.574096 0.337603 -3.699012 0.2 0.0 0.4
H 1.987756 1.233054 -3.186126 -0.3 -0.1 0.2
C -1.787518 0.112630 -2.189938 -0.6 -0.4 -0.5
H -2.119577 0.674417 -3.081743 0.1 0.1 0.2
H -2.721676 -0.071504 -1.631239 0.4 0.2 0.1
V 0.327972 -0.681645 -0.348737 0.4 0.7 0.0
H 1.756754 -2.816386 -1.856260 -0.2 0.3 -0.7
S 1.589192 -2.231915 0.883557 0.7 -1.1 0.4
C 0.967984 -1.194408 2.057200 -0.9 1.6 0.2
N 0.188187 -0.153131 1.668429 0.4 -0.6 1.1
C -0.220846 0.646803 2.747177 0.4 -0.8 0.1
C -1.030374 1.786030 2.696849 0.1 -0.1 0.1
C -1.362305 2.423080 3.892525 0.2 -0.3 0.1
C -0.887167 1.940227 5.124791 0.2 -0.3 0.0
C -0.067340 0.805404 5.182626 -0.1 0.2 -0.3
C 0.258616 0.169324 3.988288 -0.1 0.1 -0.1
S 1.243182 -1.282886 3.770445 -0.4 0.6 -0.1
H -1.380320 2.140772 1.727738 0.0 0.0 0.3
H -1.998866 3.306231 3.882485 0.2 -0.2 -0.1
H -1.156989 2.449186 6.052687 0.1 -0.1 -0.3
H 0.321707 0.397867 6.114384 -0.2 0.3 -0.1
```
Forces are in eV/Å.

The highest occupied orbital energy (alpha / beta) is -0.26887 / -0.27433 Ha. The expectation value of S² is 3.78. The value obtained for the total energy is -64677.740 eV. The calculation puts the LUMO energy (alpha / beta) at 0.365 / 0.149 eV. Its spin multiplicity is 4. Its relative energy (zero: lowest compared OMol25 entry of this formula, charge and spin) is 0.0 kcal per mole. The charge is 0.